Below is C3H2O3 in the gas phase, with properties calculated with wB97M-V/def2-TZVPD.

## Properties
orbital gap	0.3359	Eh
energy	-341.0881	Ha
charge	0

CARTESIAN COORDINATES (ANGSTROEM)
1 O 1.04516 1.70047 -1.63193
2 C 1.21547 0.76729 -0.88418
3 C 0.10131 0.23615 -0.04544
4 O -0.68059 -0.63588 -0.54368
5 C -1.07776 -0.66711 0.97069
6 O -0.75172 -1.58422 1.65300
7 H 2.20524 0.30324 -0.69967
8 H -1.88320 0.05714 1.07695

Let us look at the natural (NBO) charges, expressed in e, one per atom: -0.4763 0.3162 0.2889 -0.4292 0.5254 -0.5433 0.1392 0.1791